Entry 1:
ORCA calculation (ωB97M-V with the def2-TZVPD basis set) on one molecule with the formula C5H10O.

Geometry as XYZ:
```
16
Properties=species:S:1:pos:R:3:lowdin_charge:R:1
C 0.972 0.511 0.861 -0.075
C 1.494 -1.239 -0.717 0.124
C 0.062 -1.144 -1.032 -0.241
C -0.167 0.146 -0.161 -0.612
C -1.425 -0.006 0.689 -0.039
O -0.305 1.188 -1.114 -0.024
H 2.008 0.568 0.512 0.074
H 0.710 1.521 1.192 0.086
H 0.956 -0.146 1.735 0.093
H 1.950 -0.431 -1.327 0.027
H -0.205 -0.901 -2.068 0.119
H -0.549 -1.983 -0.678 0.098
H -2.321 -0.113 0.071 0.093
H -1.533 0.883 1.324 0.088
H -1.333 -0.877 1.344 0.093
H -0.311 2.025 -0.631 0.098
```

- Orbital gap: 8.84 eV
- HOMO: -8.47 eV


Entry 2:
ORCA calculation (ωB97M-V with the def2-TZVPD basis set) on one molecule with the formula C14H22NO2P.

Geometry as XYZ:
```
40
Properties=species:S:1:pos:R:3:lowdin_charge:R:1
O -0.509 -0.923 -0.505 -0.289
P 0.013 0.380 -0.081 0.589
O 0.129 0.541 1.513 -0.151
C -0.995 1.837 -0.596 -0.224
C -2.264 1.937 0.251 -0.200
C -3.089 0.688 0.123 -0.268
C -3.870 0.476 -1.005 -0.049
C -4.604 -0.687 -1.145 -0.086
C -4.565 -1.654 -0.155 -0.093
C -3.792 -1.449 0.973 -0.077
C -3.060 -0.284 1.113 -0.059
C 1.763 0.725 -0.632 -0.216
N 2.629 0.342 0.464 -0.252
C 2.742 -1.105 0.614 -0.192
C 3.653 -1.762 -0.427 -0.175
C 5.030 -1.102 -0.416 -0.205
C 4.880 0.403 -0.619 -0.184
C 3.942 0.969 0.451 -0.193
H 1.058 0.676 1.747 0.062
H -1.249 1.685 -1.646 0.095
H -0.404 2.749 -0.501 0.087
H -1.982 2.084 1.295 0.107
H -2.843 2.805 -0.078 0.117
H -3.902 1.229 -1.781 0.112
H -5.205 -0.841 -2.030 0.099
H -5.135 -2.565 -0.266 0.098
H -3.754 -2.203 1.747 0.102
H -2.450 -0.131 1.992 0.109
H 1.886 1.792 -0.829 0.100
H 1.939 0.178 -1.566 0.100
H 1.739 -1.531 0.556 0.104
H 3.146 -1.295 1.615 0.129
H 3.738 -2.826 -0.204 0.113
H 3.207 -1.668 -1.419 0.109
H 5.660 -1.529 -1.199 0.108
H 5.514 -1.290 0.545 0.112
H 5.850 0.898 -0.551 0.110
H 4.468 0.604 -1.610 0.109
H 3.811 2.046 0.316 0.117
H 4.385 0.803 1.439 0.123
```

- Orbital gap: 9.29 eV
- HOMO: -8.59 eV


Entry 3:
ORCA calculation (ωB97M-V with the def2-TZVPD basis set) on a 2-piece molecular cluster, C10H15IO overall.

Geometry as XYZ:
```
27
Properties=species:S:1:pos:R:3:lowdin_charge:R:1
C 2.328 -1.902 3.101 -0.108
C 2.003 -1.202 1.835 -0.150
C 1.045 -0.296 1.770 -0.194
C 0.707 0.339 0.582 -0.188
C -0.474 0.877 0.133 -0.640
I -2.267 0.316 1.105 0.937
C -0.650 1.841 -0.934 -0.583
C -1.320 3.099 -0.496 -0.119
C 0.618 2.163 -1.790 -0.057
H 1.670 -1.675 3.953 0.085
H 3.356 -1.940 3.464 0.078
H 2.066 -2.879 2.831 0.051
H 2.528 -1.656 0.971 0.126
H 0.392 -0.207 2.603 0.080
H 1.584 0.322 -0.131 0.129
H -1.432 1.437 -1.617 0.120
H -2.306 2.881 -0.222 0.014
H -1.252 3.747 -1.351 0.072
H -0.641 3.522 0.308 0.118
H 1.261 2.804 -1.137 0.095
H 0.114 2.713 -2.649 0.096
H 1.068 1.187 -2.090 0.082
C -2.215 -3.602 -2.071 -0.001
C -2.162 -2.326 -2.063 -0.309
O -2.154 -1.171 -2.015 0.125
H -2.268 -4.357 -2.840 0.062
H -1.599 -4.035 -1.253 0.083
```

- Orbital gap: 8.46 eV
- HOMO: -7.91 eV


Entry 4:
ORCA calculation (ωB97M-V with the def2-TZVPD basis set) on C35H41Cl2N2OP3Re as an isolated structure.

Geometry as XYZ:
```
85
Properties=species:S:1:pos:R:3:lowdin_charge:R:1
P 1.103 1.055 -1.836 1.096
C 2.850 1.346 -2.233 -0.299
C 3.408 0.806 -3.391 -0.076
H 2.829 0.147 -4.022 0.107
C 4.719 1.099 -3.734 -0.049
H 5.146 0.670 -4.629 0.118
C 5.479 1.936 -2.930 -0.042
H 6.502 2.162 -3.197 0.120
C 4.923 2.486 -1.783 -0.047
H 5.510 3.140 -1.154 0.119
C 3.613 2.199 -1.435 -0.066
H 3.200 2.644 -0.541 0.112
C 0.565 -0.326 -2.880 -0.326
C 1.110 -1.585 -2.625 -0.092
H 1.867 -1.702 -1.863 0.099
C 0.689 -2.685 -3.354 -0.051
H 1.119 -3.657 -3.155 0.117
C -0.271 -2.535 -4.346 -0.047
H -0.592 -3.392 -4.923 0.119
C -0.808 -1.282 -4.607 -0.044
H -1.546 -1.160 -5.389 0.120
C -0.396 -0.177 -3.877 -0.054
H -0.831 0.791 -4.067 0.117
C 0.258 2.566 -2.381 -0.301
C 0.686 3.248 -3.519 -0.059
H 1.492 2.857 -4.123 0.116
C 0.077 4.440 -3.876 -0.042
H 0.407 4.966 -4.761 0.120
C -0.944 4.966 -3.094 -0.039
H -1.410 5.901 -3.373 0.120
C -1.353 4.299 -1.948 -0.045
H -2.133 4.716 -1.326 0.116
C -0.752 3.102 -1.591 -0.076
H -1.047 2.587 -0.688 0.098
Re 0.145 -0.381 2.593 1.016
C -1.593 -1.215 2.100 -0.282
C -2.017 -1.211 0.806 -0.374
H -2.193 -1.693 2.871 0.042
C -1.073 -0.592 -0.175 -0.397
O -1.711 0.338 -1.074 -0.044
H -1.011 0.713 -1.625 -0.005
C 0.092 0.021 0.594 -0.323
H -0.670 -1.351 -0.851 0.125
C 1.017 0.732 -0.110 -0.222
Cl -0.224 -1.149 4.896 0.128
Cl 2.321 0.763 2.827 0.106
P 1.378 -2.387 2.298 0.672
C 2.243 -2.935 3.805 -0.266
H 1.513 -3.338 4.499 0.026
H 2.714 -2.074 4.269 0.037
H 2.991 -3.688 3.571 0.061
C 0.366 -3.834 1.825 -0.225
H -0.104 -3.646 0.863 0.029
H -0.413 -3.960 2.573 0.047
H 0.960 -4.743 1.765 0.065
C 2.698 -2.345 1.037 -0.227
H 3.187 -1.376 1.079 0.023
H 2.260 -2.466 0.050 0.018
H 3.432 -3.131 1.202 0.063
P -3.486 -1.959 0.227 0.906
C -4.196 -3.042 1.488 -0.156
C -3.164 -2.948 -1.259 -0.144
H -4.462 -2.467 2.370 0.069
H -3.477 -3.806 1.771 0.066
H -5.093 -3.518 1.098 0.074
H -2.829 -2.293 -2.059 0.055
H -4.065 -3.467 -1.576 0.075
H -2.383 -3.674 -1.051 0.063
C -4.788 -0.781 -0.241 -0.146
H -4.965 -0.095 0.583 0.067
H -5.714 -1.301 -0.480 0.073
H -4.453 -0.218 -1.106 0.059
H 1.896 1.070 0.419 -0.006
N 1.254 2.687 7.867 0.202
C 0.603 2.600 6.914 -0.138
C -0.222 2.455 5.728 -0.190
C -1.487 3.012 5.620 0.034
C -2.257 2.743 4.472 0.000
C -1.763 1.893 3.445 -0.067
N -0.537 1.317 3.592 -0.210
C 0.210 1.622 4.718 -0.227
H -1.875 3.612 6.436 0.139
H -3.256 3.149 4.423 0.113
H -2.407 1.610 2.631 0.109
H 1.143 1.120 4.928 0.028
```

- <S²>: 3.807
- Charge: +2
- Multiplicity: 4
- Orbital gap (alpha / beta): 8.60 / 7.26 eV
- HOMO (alpha / beta): -13.70 / -14.29 eV


F_max per entry: 0.0096 0.0191 0.0832 0.0546 Eh/bohr